1.
Below is a 2-piece molecular cluster, C3H7O3 overall at a distorted geometry, with properties calculated with wB97M-V/def2-TZVPD.

Computed properties:
Orbital gap (spin up / spin down) = 10.678 / 6.465 eV
Spin multiplicity = 2
Relative energy (zero: lowest compared OMol25 entry of this formula, charge and spin) = 1.018 eV
Net charge = 0
⟨S²⟩ = 0.75

Atoms and positions in Å:
C: 1.1295 0.9230 1.2198
C: -0.3823 0.8739 0.9254
O: -0.8437 1.0752 -0.1861
O: -1.0475 0.5368 1.9600
H: 1.3410 0.2083 2.0212
H: 1.3884 1.9399 1.4983
H: 1.6490 0.4726 0.3743
C: 0.6401 -1.9773 -1.3882
O: -0.0154 -0.9386 -2.1680
H: -0.1329 -0.1704 -1.6135
H: 0.9012 -2.7178 -2.1279
H: 1.5288 -1.4815 -0.9970
H: -0.0464 -2.3052 -0.5961

Atom charges from the Löwdin analysis, given in e for atoms 1 to 5: number 1, C, carries 0.041; number 2, C, carries -0.619; number 3, O, carries 0.081; number 4, O, carries 0.275; number 5, H, carries 0.088

***

2.
Below is an isolated ion of composition C2H3Br2O2Si and charge -1 at a distorted geometry, with properties calculated with wB97M-V/def2-TZVPD.

Computed properties:
Orbital gap = 7.778 eV
Relative energy (zero: lowest compared OMol25 entry of this formula, charge and spin) = 0.116 eV
Net charge = -1
Structure (SMILES) = C[Si](Br)(Br)C(=O)[O-]

Atoms and positions in Å:
C: 0.0675 -0.1091 -0.0855
Si: 1.9831 0.3357 0.4209
Br: 3.0336 -1.9685 0.1279
Br: 2.7187 1.4135 -1.4320
C: 2.0320 1.7121 2.0085
O: 2.9189 1.7010 2.8113
O: 1.0221 2.3917 1.8112
H: -0.6053 -0.0083 0.8610
H: -0.1851 0.6944 -0.7948
H: 0.0014 -0.9474 -0.7602

Atom charges from the Löwdin analysis, given in e for atoms 1 to 5: number 1, C, carries -0.303; number 2, Si, carries 0.114; number 3, Br, carries -0.073; number 4, Br, carries 0.189; number 5, C, carries -0.851